# 1
Density functional theory data (ωB97M-V/def2-TZVPD) for a molecular structure, C26H37CeN7O3P2S4Sb in a non-equilibrium geometry.

```
81
Properties=species:S:1:pos:R:3:mulliken_charge:R:1
Ce 0.0646 -1.6787 -0.8938 0.855
C -1.0656 -2.7483 -5.2209 -1.801
C -0.9386 -1.7704 -4.0895 0.810
N 0.1945 -1.5012 -3.5183 0.992
N 1.3399 -1.8979 -4.0653 -1.625
C 1.9742 -2.9911 -3.9087 0.674
N 3.1311 -3.2259 -4.6158 -0.584
S 1.4988 -4.2670 -2.7686 -0.300
C -2.1032 -1.0973 -3.5174 0.666
C -3.2378 -0.7702 -4.2616 -0.808
C -4.2841 -0.1077 -3.6498 -0.841
C -4.1900 0.1816 -2.2983 -0.962
C -3.0358 -0.1857 -1.6275 -1.230
N -2.0009 -0.7822 -2.2096 1.130
H -0.8112 -3.7382 -4.8377 0.277
H -0.3602 -2.5113 -6.0203 0.353
H -2.0801 -2.7910 -5.6016 0.479
H 3.5208 -2.3815 -5.0124 0.244
H 3.8010 -3.7603 -4.0827 0.280
H -3.2988 -1.0206 -5.3084 0.472
H -5.1642 0.1610 -4.2175 0.410
H -4.9957 0.6528 -1.7595 0.526
H -2.9470 -0.0230 -0.5603 0.829
S -4.9742 -1.3772 0.6699 -0.481
Sb -3.9751 -3.1936 -0.3568 0.843
S -1.7026 -3.3164 0.2616 -0.387
S -4.4673 -3.4512 -2.6017 -0.431
C 2.9919 -0.8944 2.1726 -1.938
P 1.2020 -0.8248 1.7523 1.790
C 0.8878 0.8842 2.3354 -0.383
N 1.3438 1.2397 3.5266 -0.167
C 1.0671 2.4971 3.9464 0.148
C 1.4554 2.9162 5.2279 -0.383
C 1.1383 4.1820 5.6660 -0.607
C 0.4503 5.0728 4.8407 -0.597
C 0.0664 4.6977 3.5741 -0.574
C 0.3573 3.4061 3.1088 0.040
N -0.0460 3.0340 1.8743 -0.070
C 0.2084 1.7889 1.5040 -0.306
P -0.3909 1.3070 -0.1574 1.434
C -1.9068 2.3571 -0.1332 -1.859
C 0.7656 2.3376 -1.2607 1.733
C 2.1998 1.9607 -0.8860 -1.413
C 0.4723 1.8989 -2.6988 -1.893
C 0.5813 3.8470 -1.1081 -1.849
C 0.4509 -1.8627 3.1388 1.707
C 1.0170 -1.6465 4.5375 -1.809
C -1.0378 -1.5161 3.1387 -1.615
C 0.6936 -3.3154 2.7150 -1.569
H 3.1392 -0.4645 3.1627 0.485
H 3.5386 -0.3145 1.4312 0.429
H 3.3347 -1.9257 2.1273 0.376
H 1.9848 2.2245 5.8655 0.478
H 1.4141 4.4868 6.6656 0.400
H 0.2121 6.0617 5.2060 0.400
H -0.4704 5.3706 2.9220 0.475
H -1.6436 3.3516 0.2221 0.673
H -2.6139 1.9098 0.5654 0.480
H -2.3663 2.3945 -1.1206 0.292
H 2.3249 0.8783 -0.9157 0.094
H 2.4417 2.3153 0.1154 0.356
H 2.9077 2.4060 -1.5850 0.581
H 0.6695 0.8263 -2.8137 0.378
H 1.1035 2.4492 -3.3976 0.541
H -0.5689 2.0905 -2.9628 0.292
H 0.6290 4.1317 -0.0576 0.265
H -0.3649 4.1818 -1.5282 0.333
H 1.3837 4.3623 -1.6369 0.521
H 0.9894 -0.5928 4.8025 0.245
H 2.0413 -2.0035 4.6096 0.345
H 0.4103 -2.2088 5.2487 0.529
H -1.1972 -0.5112 3.5290 0.293
H -1.5951 -2.2170 3.7568 0.489
H -1.4493 -1.5622 2.1252 0.249
H 1.7484 -3.5740 2.8107 0.320
H 0.4017 -3.4838 1.6666 0.294
H 0.1127 -3.9909 3.3425 0.444
O 2.0630 -1.1793 -1.0402 -0.519
N 2.2547 -2.4127 -0.5697 0.181
O 2.9527 -3.1324 -1.3154 -0.495
O 0.3516 -3.6419 -1.9735 -0.428
```

Results
max |F| = 4.6 eV/Å
expectation value of S² = 0.751
ΔE to the lowest compared entry with this formula, charge and spin = 35.5 kcal per mole
E = -4612.750682 a.u.
multiplicity = 2

***

# 2
Density functional theory data (ωB97M-V/def2-TZVPD) for a molecular structure, C26H37FN4O7Pd.

```
76
Properties=species:S:1:pos:R:3:mulliken_charge:R:1
Pd -1.4548 -1.4324 -2.2233 0.496
C -4.2195 -1.7737 -3.1960 -0.821
O -2.8681 -2.1100 -3.5816 -0.081
C -2.7158 -3.4859 -4.0178 -0.638
C -2.3607 -4.4432 -2.9086 -0.483
O -1.0418 -4.1582 -2.5020 -0.272
C -0.6310 -4.9297 -1.3902 -0.751
H -4.8867 -2.0584 -4.0083 0.325
H -4.2349 -0.6974 -3.0439 0.186
H -4.4847 -2.2779 -2.2670 0.368
H -1.9226 -3.4705 -4.7643 0.311
H -3.6526 -3.7806 -4.4913 0.441
H -2.4286 -5.4613 -3.3141 0.553
H -3.0562 -4.3533 -2.0677 0.221
H -0.6370 -5.9977 -1.6295 0.335
H -1.2830 -4.7490 -0.5306 0.247
H 0.3851 -4.6258 -1.1485 0.214
F 4.0536 1.3091 0.7053 -0.338
C 2.9108 0.9200 1.3064 0.177
C 1.9281 0.3715 0.5382 -0.477
C 0.7083 0.0004 1.1137 0.624
C -0.3382 -0.5883 0.2880 2.402
O -0.0933 -0.7342 -0.9440 -1.077
C -1.5339 -0.9509 0.9493 -0.475
C -1.6505 -0.6917 2.2873 -0.445
N -0.6875 -0.1639 3.0601 0.263
C -0.9421 0.0751 4.4680 -0.254
C -0.2356 -0.7702 5.4900 -0.441
C -1.7049 -0.9455 5.2493 -1.021
C 0.5208 0.2019 2.4865 -0.370
C 1.5539 0.7464 3.2598 -0.672
C 2.7621 1.1133 2.6930 -1.041
N 3.7855 1.6330 3.5131 0.268
C 5.1758 1.6721 3.0698 -0.699
C 6.0576 2.0090 4.2791 -0.770
N 5.3635 1.5321 5.5219 -0.144
C 4.1256 2.3553 5.7966 -0.740
C 3.4850 2.7034 4.4495 -0.713
C -2.7113 -1.6896 0.3336 -0.035
O -3.7564 -1.7101 0.9518 -0.674
O -2.4876 -2.3385 -0.7615 -0.151
H 2.0807 0.2386 -0.5241 0.603
H -2.5872 -0.9353 2.7703 0.856
H -1.1158 1.1198 4.6962 0.418
H 0.0868 -0.2927 6.4050 0.311
H 0.4147 -1.5494 5.1152 0.245
H -2.4019 -0.5759 5.9863 0.260
H -2.0155 -1.8489 4.7442 0.359
H 1.4156 0.8475 4.3260 0.783
H 5.3721 2.4170 2.2947 0.388
H 5.4465 0.6962 2.6692 0.518
H 6.2035 3.0799 4.4062 0.367
H 7.0320 1.5313 4.2145 0.392
H 5.9928 1.5566 6.3243 0.347
H 5.0807 0.5607 5.3815 0.381
H 4.4326 3.2371 6.3556 0.381
H 3.4745 1.7438 6.4179 0.434
H 3.8638 3.6633 4.0798 0.323
H 2.4127 2.8166 4.5777 0.478
O -2.3955 1.2950 -3.0084 -0.750
C -1.4420 0.9251 -3.7005 0.843
O -0.7566 -0.1339 -3.6269 -0.795
C -1.0350 1.8264 -4.8749 -0.188
N -1.9475 3.0295 -4.8024 0.001
C -2.7223 3.1201 -6.0932 -0.590
C -1.8537 2.3609 -7.0830 -0.618
C -1.3163 1.2009 -6.2464 -0.632
H -0.0029 2.1546 -4.7747 0.370
H -1.4319 3.8848 -4.6168 0.379
H -2.5437 2.7998 -3.9751 0.312
H -2.9013 4.1640 -6.3348 0.381
H -3.6760 2.6222 -5.9286 0.286
H -1.0414 2.9949 -7.4434 0.307
H -2.4280 2.0315 -7.9460 0.373
H -0.4208 0.7450 -6.6593 0.410
H -2.0706 0.4182 -6.1462 0.218
```

Results
max |F| = 0.8 eV/Å
ΔE to the lowest compared entry with this formula, charge and spin = 0.0 kcal per mole
charge = +2
E = -1985.886062 a.u.

***

# 3
Density functional theory data (ωB97M-V/def2-TZVPD) for a molecular structure, C26H37FN4O7Pd in a non-equilibrium geometry.

```
76
Properties=species:S:1:pos:R:3:mulliken_charge:R:1
Pd 2.2781 1.4633 0.4655 1.305
C 2.5751 3.6628 -1.7240 -0.778
O 2.1377 3.4945 -0.3660 -0.113
C 1.0909 4.4298 -0.0580 -0.554
C 0.9572 4.6449 1.4362 -0.611
O 0.7210 3.3998 2.0518 -0.080
C 0.0469 3.4633 3.2917 -0.871
H 3.0947 4.6181 -1.8124 0.273
H 1.7152 3.6504 -2.3979 0.358
H 3.2344 2.8366 -1.9617 0.226
H 0.1501 4.0711 -0.4857 0.309
H 1.3519 5.3780 -0.5346 0.391
H 0.1176 5.3265 1.6143 0.433
H 1.8606 5.1087 1.8464 0.326
H -0.9774 3.8287 3.1622 0.338
H 0.5690 4.1138 3.9995 0.337
H 0.0235 2.4529 3.6950 0.201
F -4.3438 1.1259 -0.9310 -0.327
C -3.5041 0.0883 -0.7482 0.354
C -2.1938 0.3474 -0.4857 -0.862
C -1.2993 -0.6979 -0.2376 0.692
C 0.0888 -0.3690 0.0667 2.190
O 0.4313 0.8425 0.0057 -1.196
C 0.9263 -1.4569 0.3887 -0.767
C 0.4163 -2.7227 0.3003 -0.069
N -0.8462 -3.0509 -0.0242 0.134
C -1.1124 -4.4914 -0.0700 -0.169
C -2.0144 -5.1868 -1.0355 -0.554
C -2.3428 -5.1617 0.4456 -0.489
C -1.7576 -2.0238 -0.2748 -0.199
C -3.1091 -2.2579 -0.5703 -0.123
C -4.0005 -1.2249 -0.8020 -1.531
N -5.3477 -1.5390 -1.1022 0.165
C -6.0662 -2.4551 -0.2266 -0.573
C -6.8785 -3.4185 -1.0990 -0.776
N -7.2051 -2.7003 -2.3882 -0.144
C -7.5372 -1.2612 -2.1148 -0.753
C -6.2491 -0.5461 -1.6825 -0.725
C 2.3568 -1.3623 0.8506 0.251
O 3.0300 -2.3695 0.9156 -0.683
O 2.7740 -0.2010 1.2663 -0.721
H -1.8398 1.3682 -0.4432 0.598
H 1.0964 -3.5399 0.5020 0.527
H -0.1865 -5.0055 0.1339 0.474
H -1.6389 -6.1087 -1.4553 0.330
H -2.6059 -4.6033 -1.7233 0.166
H -2.2018 -6.0665 1.0184 0.335
H -3.1592 -4.5455 0.7907 0.151
H -3.4876 -3.2601 -0.6483 0.551
H -6.7257 -1.9066 0.4559 0.321
H -5.3789 -3.0222 0.3936 0.419
H -7.8226 -3.7050 -0.6400 0.381
H -6.3245 -4.3146 -1.3718 0.439
H -7.9623 -3.1715 -2.8831 0.344
H -6.3767 -2.7297 -2.9854 0.380
H -8.2957 -1.2718 -1.3345 0.360
H -7.9667 -0.8244 -3.0127 0.390
H -6.5266 0.2548 -0.9930 0.408
H -5.7663 -0.0928 -2.5463 0.521
O 4.2783 1.9155 0.9586 -1.003
C 4.9261 1.3608 -0.0087 0.723
O 4.4704 1.0229 -1.0877 -0.653
C 6.4034 1.1230 0.2691 -0.008
N 6.5934 1.1200 1.7740 0.031
C 7.8301 1.9281 2.1175 -0.589
C 8.4971 2.1843 0.7721 -0.563
C 7.3310 2.2362 -0.2115 -0.770
H 6.6933 0.1476 -0.1147 0.391
H 6.6379 0.1697 2.1349 0.414
H 5.7253 1.5456 2.1376 0.247
H 8.4340 1.3635 2.8218 0.354
H 7.4888 2.8423 2.5971 0.299
H 9.1738 1.3662 0.5215 0.329
H 9.0780 3.1036 0.7911 0.369
H 7.6307 2.0681 -1.2426 0.399
H 6.8150 3.1972 -0.1569 0.319
```

Results
max |F| = 1.3 eV/Å
ΔE to the lowest compared entry with this formula, charge and spin = 14.2 kcal per mole
charge = +2
E = -1985.863451 a.u.